*P*
Below is C19H32N2O5 in the gas phase, with properties calculated with wB97M-V/def2-TZVPD.

Last columns: bonded neighbours and bond lengths (Å).
Positions of all 58 atoms, in Å:
1 C -5.84091 -1.29481 0.29789  H2 1.087, C3 1.524, H57 1.088, H58 1.088
2 H -6.77213 -0.73932 0.21862  C1 1.087
3 C -4.68793 -0.49198 -0.29270  C1 1.524, C4 1.525, H55 1.091, H56 1.092
4 C -3.37345 -1.26065 -0.20452  C3 1.525, H5 1.093, H6 1.091, C7 1.539
5 H -3.16897 -1.53306 0.83411  C4 1.093
6 H -3.44712 -2.18436 -0.78115  C4 1.091
7 C -2.17527 -0.47229 -0.76274  C4 1.539, N8 1.452, C44 1.524, H54 1.091
8 N -1.08442 -1.39883 -1.00958  C7 1.452, H9 1.018, C10 1.461
9 H -0.69321 -1.65678 -0.10597  N8 1.018
10 C -0.02206 -0.92097 -1.89201  N8 1.461, H11 1.093, C12 1.528, C16 1.529
11 H 0.76263 -1.68149 -1.87272  C10 1.093
12 C -0.53258 -0.78977 -3.32661  C10 1.528, H13 1.086, H14 1.087, H15 1.086
13 H -1.10572 0.12510 -3.44795  C12 1.086
14 H 0.30792 -0.75523 -4.01484  C12 1.087
15 H -1.15728 -1.64553 -3.56476  C12 1.086
16 C 0.53077 0.42182 -1.41272  C10 1.529, O17 1.237, N18 1.335
17 O 0.00604 1.47958 -1.78238  C16 1.237
18 N 1.55540 0.43308 -0.55630  C16 1.335, C19 1.465, C28 1.450
19 C 1.97489 1.69272 0.06336  N18 1.465, C20 1.526, H39 1.098, C40 1.548
20 C 2.79669 1.29721 1.28657  C19 1.526, H21 1.092, C22 1.532, H38 1.088
21 H 3.84412 1.53239 1.08540  C20 1.092
22 C 2.59785 -0.21212 1.45714  C20 1.532, C23 1.532, C28 1.537, H37 1.093
23 C 3.83256 -0.93813 1.99949  C22 1.532, C24 1.526, H35 1.091, H36 1.091
24 C 3.89950 -2.35632 1.44073  C23 1.526, C25 1.534, H33 1.091, H34 1.092
25 C 4.12921 -2.32850 -0.07616  C24 1.534, C26 1.534, H31 1.091, H32 1.092
26 C 3.48800 -1.09496 -0.72526  C25 1.534, H27 1.090, C28 1.528, H30 1.092
27 H 4.17971 -0.25221 -0.71512  C26 1.090
28 C 2.22972 -0.70038 0.04705  N18 1.450, C22 1.537, C26 1.528, H29 1.092
29 H 1.54880 -1.55238 0.10020  C28 1.092
30 H 3.24171 -1.30245 -1.76840  C26 1.092
31 H 5.19902 -2.31997 -0.28786  C25 1.091
32 H 3.71618 -3.23732 -0.51775  C25 1.092
33 H 4.70551 -2.91051 1.92323  C24 1.091
34 H 2.96529 -2.87232 1.67121  C24 1.092
35 H 4.73864 -0.40343 1.71059  C23 1.091
36 H 3.79751 -0.96231 3.08918  C23 1.091
37 H 1.74021 -0.38893 2.11178  C22 1.093
38 H 2.48846 1.84968 2.17125  C20 1.088
39 H 1.07086 2.25899 0.32388  C19 1.098
40 C 2.79097 2.54831 -0.93541  C19 1.548, O41 1.200, O42 1.318
41 O 3.96168 2.76873 -0.78703  C40 1.200
42 O 2.09557 3.01978 -1.95143  C40 1.318, H43 1.000
43 H 1.17055 2.64054 -1.96556  O42 1.000
44 C -1.76893 0.58976 0.25217  C7 1.524, O45 1.210, O46 1.324
45 O -0.90686 0.40775 1.08090  C44 1.210
46 O -2.47780 1.70170 0.13105  C44 1.324, C47 1.429
47 C -2.21738 2.75860 1.05716  O46 1.429, C48 1.522, H52 1.091, H53 1.095
48 C -3.03224 2.58800 2.33092  C47 1.522, H49 1.088, H50 1.086, H51 1.087
49 H -2.74840 1.66615 2.83350  C48 1.088
50 H -2.84472 3.42418 2.99835  C48 1.086
51 H -4.09377 2.55147 2.09803  C48 1.087
52 H -2.49030 3.67435 0.52975  C47 1.091
53 H -1.14797 2.76884 1.29163  C47 1.095
54 H -2.46289 0.01649 -1.69428  C7 1.091
55 H -4.59589 0.45734 0.23655  C3 1.091
56 H -4.90088 -0.26551 -1.33935  C3 1.092
57 H -5.95815 -2.23880 -0.22954  C1 1.088
58 H -5.65878 -1.51091 1.34842  C1 1.088

Summary:
SMILES string = CCC[C@H](N[C@@H](C)C(=O)N1[C@H](C(=O)O)C[C@@H]2CCCC[C@@H]21)C(=O)OCC
HOMO-LUMO gap = 9.9 eV

---

*Q*
Below is C19H32N2O5 in the gas phase, with properties calculated with wB97M-V/def2-TZVPD.

Last columns: bonded neighbours and bond lengths (Å).
Positions of all 58 atoms, in Å:
1 C -0.16455 2.00130 -0.30940  C2 1.521, H27 1.092, H28 1.092, H29 1.091
2 C -1.39306 2.57539 -0.99920  C1 1.521, O3 1.416, H30 1.098, H31 1.090
3 O -1.39667 2.37102 -2.40017  C2 1.416, C4 1.423
4 C -1.61012 1.03244 -2.83480  O3 1.423, C5 1.536, C7 1.551, H32 1.091
5 C -2.47771 0.95297 -4.09938  C4 1.536, C6 1.550, H33 1.091, H34 1.087
6 C -1.49664 -0.11575 -4.64544  C5 1.550, C7 1.541, H35 1.085, H36 1.089
7 C -0.44622 0.40070 -3.64280  C4 1.551, C6 1.541, C8 1.521, H37 1.087
8 C 0.32106 -0.66381 -2.87391  C7 1.521, O9 1.223, N10 1.349
9 O -0.13903 -1.77944 -2.67735  C8 1.223
10 N 1.49062 -0.26088 -2.33520  C8 1.349, C11 1.444, H38 1.007
11 C 2.30815 -1.05786 -1.45164  N10 1.444, C12 1.535, C25 1.529, H39 1.099
12 C 1.55117 -1.65651 -0.25810  C11 1.535, C13 1.551, H40 1.092, H41 1.088
13 C 2.46125 -1.48326 0.98570  C12 1.551, C14 1.525, C24 1.532, H42 1.091
14 C 1.79171 -0.52908 1.96942  C13 1.525, O15 1.220, N16 1.353
15 O 2.07434 0.65656 2.01367  C14 1.220
16 N 0.82411 -1.08858 2.73223  C14 1.353, C17 1.437, H43 1.010
17 C -0.07792 -0.33332 3.55740  N16 1.437, C18 1.519, C22 1.498, C23 1.505
18 C -0.98755 0.64081 2.82936  C17 1.519, C19 1.524, H44 1.090, H45 1.092
19 C -1.78804 0.03731 1.68143  C18 1.524, O20 1.413, H46 1.098, H47 1.098
20 O -3.10306 -0.22785 2.12514  C19 1.413, C21 1.405
21 C -3.90244 -0.76511 1.10271  O20 1.405, H48 1.088, H49 1.097, H50 1.096
22 C -0.49215 -0.96575 4.85030  C17 1.498, C23 1.503, H51 1.081, H52 1.082
23 C 0.50011 0.16275 4.85485  C17 1.505, C22 1.503, H53 1.081, H54 1.081
24 C 3.78301 -0.91692 0.45745  C13 1.532, C25 1.521, H55 1.088, H56 1.094
25 C 3.40868 -0.19776 -0.82985  C11 1.529, C24 1.521, O26 1.414, H57 1.097
26 O 4.49580 0.09559 -1.68545  C25 1.414, H58 0.964
27 H -0.12960 2.29590 0.74144  C1 1.092
28 H -0.15629 0.91000 -0.34302  C1 1.092
29 H 0.74630 2.36495 -0.78628  C1 1.091
30 H -2.31273 2.17147 -0.55675  C2 1.098
31 H -1.42151 3.65476 -0.84924  C2 1.090
32 H -1.98238 0.43451 -2.00158  C4 1.091
33 H -3.51477 0.64384 -3.95928  C5 1.091
34 H -2.45021 1.88450 -4.65824  C5 1.087
35 H -1.82999 -1.12421 -4.42338  C6 1.085
36 H -1.23457 -0.04272 -5.69991  C6 1.089
37 H 0.20609 1.17483 -4.03910  C7 1.087
38 H 1.83822 0.65550 -2.56850  N10 1.007
39 H 2.80515 -1.87072 -1.99899  C11 1.099
40 H 0.59711 -1.13929 -0.13810  C12 1.092
41 H 1.29866 -2.69729 -0.44940  C12 1.088
42 H 2.63413 -2.43266 1.49458  C13 1.091
43 H 0.51989 -2.01588 2.47171  N16 1.010
44 H -1.66931 1.12469 3.52900  C18 1.090
45 H -0.35028 1.43262 2.42965  C18 1.092
46 H -1.83452 0.75638 0.85237  C19 1.098
47 H -1.31534 -0.87398 1.29075  C19 1.098
48 H -4.89484 -0.95313 1.50669  C21 1.088
49 H -3.99711 -0.06664 0.26246  C21 1.097
50 H -3.49519 -1.71211 0.72987  C21 1.096
51 H -1.50266 -0.78698 5.19076  C22 1.081
52 H -0.14342 -1.96623 5.07156  C22 1.082
53 H 1.53989 -0.04900 5.05903  C23 1.081
54 H 0.19439 1.13720 5.21064  C23 1.081
55 H 4.27138 -0.23935 1.15517  C24 1.088
56 H 4.49691 -1.72081 0.25392  C24 1.094
57 H 2.96944 0.76717 -0.54942  C25 1.097
58 H 4.58229 -0.60228 -2.34534  O26 0.964

Summary:
SMILES string = CCO[C@H]1CC[C@@H]1C(=O)N[C@@H]1C[C@H](C(=O)NC2(CCOC)CC2)C[C@H]1O
HOMO-LUMO gap = 10.1 eV

---

Relative energies, unit eV: *P* 0.000; *Q* 3.269